Entry 1:
DFT (the ωB97M-V functional and the def2-TZVPD basis) results for C42H35ClF12N6O5Ti as an isolated structure at a distorted geometry.

Structure (ORCA input):
```
! wB97M-V def2-TZVPD RIJCOSX def2/J DEFGRID3
* xyz -2 1
Ti 1.043 -0.181 -0.665
O -0.989 0.262 -4.353
C -0.507 0.478 -3.228
N 0.254 -0.380 -2.541
C 0.679 -1.495 -3.334
C 1.980 -2.038 -2.871
C 2.786 -2.820 -3.674
C 3.996 -3.296 -3.183
C 4.326 -2.968 -1.877
C 3.456 -2.187 -1.129
N 2.307 -1.722 -1.605
C -0.764 1.808 -2.579
C -1.492 2.761 -3.287
C -1.712 4.010 -2.738
C -1.204 4.247 -1.469
C -0.483 3.233 -0.848
N -0.250 2.057 -1.390
H 0.759 -1.164 -4.396
H -0.080 -2.333 -3.299
H 2.470 -3.055 -4.695
H 4.660 -3.899 -3.806
H 5.261 -3.324 -1.439
H 3.668 -1.919 -0.082
H -1.854 2.486 -4.276
H -2.251 4.786 -3.285
H -1.347 5.206 -0.971
H -0.054 3.409 0.157
C -3.016 -0.725 4.558
C -1.981 -0.179 3.636
C -1.897 1.143 3.284
C -0.929 1.600 2.390
C 0.006 0.753 1.798
N 0.914 1.179 0.871
C 1.645 2.258 1.109
C 1.630 2.923 2.355
C 2.269 4.130 2.563
C 2.984 4.757 1.559
C 3.634 6.084 1.777
C 3.131 4.058 0.362
C 2.518 2.836 0.134
C 2.910 2.057 -1.120
O 2.226 0.922 -1.432
C 4.366 1.543 -0.906
F 5.299 2.473 -0.610
F 4.370 0.669 0.109
F 4.823 0.889 -1.995
C 2.875 2.974 -2.399
F 2.488 2.282 -3.475
F 4.079 3.518 -2.713
F 2.033 4.017 -2.282
C -0.079 -0.611 2.186
C -1.040 -1.057 3.062
C 1.019 -1.598 1.654
O 1.889 -1.009 0.782
C 1.922 -1.978 2.862
F 2.682 -0.906 3.199
F 2.781 -2.976 2.558
F 1.312 -2.337 4.006
C -0.362 -3.899 1.529
F -1.659 -3.444 1.636
F 0.082 -4.074 2.814
F 0.692 -6.005 1.309
H -3.571 0.089 5.053
H -2.549 -1.361 5.331
H -3.732 -1.354 3.998
H -2.609 1.855 3.712
H -0.910 2.658 2.116
H 1.101 2.444 3.179
H 2.210 4.606 3.546
H 3.104 6.648 2.558
H 3.637 6.674 0.851
H 4.681 5.963 2.100
H 3.763 4.489 -0.415
H -1.081 -2.111 3.353
Cl -2.073 -6.401 1.983
C -0.316 -5.190 0.850
C -0.647 -5.255 -0.459
C -1.214 -4.196 -1.218
C -1.044 -2.797 -1.045
N -0.236 -2.124 -0.228
C 0.462 -2.826 0.838
H -0.601 -6.267 -0.913
H -1.763 -4.488 -2.137
H -1.617 -2.150 -1.760
H 1.402 -3.344 0.463
O -3.164 1.663 0.127
C -2.756 0.462 -0.309
O -1.634 0.051 -0.295
C -3.865 -0.469 -0.834
N -5.175 0.189 -0.858
C -5.939 -0.354 0.272
C -5.475 -1.794 0.415
C -3.988 -1.684 0.108
H -3.564 -0.778 -1.849
H -5.650 -0.035 -1.726
H -4.116 1.725 -0.112
H -7.019 -0.248 0.093
H -5.676 0.216 1.183
H -5.979 -2.416 -0.348
H -5.680 -2.222 1.409
H -3.586 -2.600 -0.370
H -3.404 -1.497 1.032
*
```

The value obtained for the orbital gap (spin up / spin down) is 4.124 / 4.125 eV.

Results of the Mulliken charge analysis, in e, for atoms 1 through 5: number 1, Ti, carries -2.6080; number 2, O, carries -0.8773; number 3, C, carries -0.4170; number 4, N, carries 0.8846; number 5, C, carries -1.5989

Entry 2:
DFT (the ωB97M-V functional and the def2-TZVPD basis) results for a 7-piece molecular cluster, C42H35F7 overall at a distorted geometry.

Structure (ORCA input):
```
! wB97M-V def2-TZVPD RIJCOSX def2/J DEFGRID3
* xyz 0 1
F -4.204 1.964 -0.559
C -5.321 1.141 -0.560
C -5.281 -0.222 -0.865
C -6.514 -0.948 -1.009
C -7.736 -0.324 -0.591
C -7.685 0.979 -0.202
C -6.549 1.797 -0.143
H -4.609 -0.833 -1.201
H -6.477 -2.027 -1.485
H -8.504 -0.797 -0.791
H -8.662 1.534 0.049
H -6.704 2.840 0.113
F 0.309 5.149 3.772
C 0.644 4.896 2.528
C 1.475 5.829 1.908
C 1.975 5.566 0.645
C 1.710 4.318 -0.092
C 0.741 3.407 0.640
C 0.355 3.630 1.941
H 1.816 6.699 2.380
H 2.596 6.346 -0.046
H 2.254 4.206 -1.081
H 0.569 2.541 0.007
H -0.124 2.828 2.519
F -1.149 -3.658 6.173
C -0.569 -3.903 5.012
C 0.263 -3.006 4.374
C 0.843 -3.317 3.126
C 0.528 -4.577 2.520
C -0.312 -5.435 3.157
C -0.829 -5.168 4.374
H 0.495 -2.077 4.705
H 1.385 -2.644 2.621
H 0.758 -4.802 1.553
H -0.412 -6.239 2.669
H -1.822 -5.737 4.791
F 3.660 -3.326 -0.022
C 4.408 -2.601 -0.753
C 5.292 -1.653 -0.202
C 6.126 -0.879 -1.100
C 6.050 -0.997 -2.488
C 5.263 -2.010 -3.030
C 4.450 -2.807 -2.176
H 5.287 -1.524 0.860
H 6.745 -0.147 -0.736
H 6.645 -0.433 -3.177
H 5.215 -2.185 -4.042
H 3.713 -3.642 -2.567
F -0.453 0.457 5.531
C -1.526 0.679 4.645
C -2.452 -0.293 4.391
C -3.484 -0.094 3.487
C -3.658 1.100 3.017
C -2.788 2.211 3.391
C -1.754 1.992 4.221
H -2.303 -1.273 4.643
H -4.091 -0.940 3.100
H -4.388 1.460 2.240
H -3.143 3.305 3.094
H -1.269 2.923 4.511
F 2.756 3.191 -5.627
C 2.960 1.855 -5.877
C 2.612 0.911 -4.918
C 2.826 -0.462 -5.189
C 3.141 -0.953 -6.481
C 3.557 0.018 -7.475
C 3.547 1.460 -7.118
H 2.203 1.124 -4.097
H 2.446 -1.142 -4.412
H 3.531 -2.082 -6.457
H 3.960 -0.068 -8.359
H 3.710 2.136 -7.809
F -2.460 -0.189 -2.229
C -1.431 -0.352 -1.400
C -1.554 0.034 -0.045
C -0.542 -0.066 0.918
C 0.759 -0.578 0.486
C 0.926 -0.867 -0.933
C -0.149 -0.771 -1.843
H -2.488 0.362 0.312
H -0.843 0.267 1.882
H 1.648 -0.585 1.038
H 2.027 -1.314 -1.223
H 0.055 -1.207 -2.930
*
```

The value obtained for the orbital gap is 9.391 eV. The SMILES is Fc1ccccc1.Fc1ccccc1.Fc1ccccc1.Fc1ccccc1.Fc1ccccc1.Fc1ccccc1.Fc1ccccc1.

Results of the Mulliken charge analysis, in e, for atoms 1 through 5: number 1, F, carries -0.2763; number 2, C, carries 0.5804; number 3, C, carries -0.4586; number 4, C, carries -0.4718; number 5, C, carries -0.8183